C66H55N11O22 | ωB97M-V/def2-TZVPD

The calculation puts the orbital gap at 9.1350 eV. The calculation puts the relative energy (zero: lowest compared OMol25 entry of this formula, charge and spin) at 149.8 kcal per mole.

Last columns: bonded neighbours and bond lengths (Å).
Cartesian coordinates (Å):
1 O -3.0272 -14.1802 4.3827  N63 1.208
2 C -1.1996 -2.3026 -1.7933  H71 1.080, C137 1.385, C146 1.383
3 H -5.7413 -9.0133 3.4079  C13 1.080
4 C -0.8022 13.3993 1.6719  C5 1.385, H111 1.080, C124 1.400
5 C -2.1311 13.7420 1.4840  C4 1.385, C46 1.436, N51 1.522
6 H 10.0712 -0.2276 -5.1238  C153 1.080
7 O -3.7345 15.4564 1.4251  N51 1.244
8 N -1.0623 0.3509 -12.5231  O9 1.214, C33 1.461, O142 1.247
9 O -0.9565 1.3510 -11.8424  N8 1.214
10 C 11.6325 -3.1214 -5.8226  C14 1.405, C60 1.417, H97 1.080
11 H 12.3238 -1.2260 -5.3388  C14 1.080
12 C -6.0029 -10.6201 4.7782  C13 1.376, C85 1.411, H136 1.080
13 C -5.3921 -9.9860 3.7213  H3 1.080, C12 1.376, C89 1.346
14 C 11.4065 -1.7757 -5.4892  C10 1.405, H11 1.080, C153 1.344
15 H -5.9434 3.9509 9.6656  C113 1.080
16 O 1.9454 -1.3632 6.0993  N23 1.256
17 H -2.5211 9.1390 -6.5019  C99 1.080
18 O -1.6150 16.0418 1.3868  N51 1.223
19 H -2.0225 -1.5910 -16.5100  C72 1.080
20 H -2.9234 -2.8030 10.6783  C74 1.080
21 O -1.8763 -6.2270 9.1625  N57 1.163
22 O 8.2333 -5.5087 -6.1593  N144 1.232
23 N 2.3436 -0.8066 7.1530  O16 1.256, C61 1.482, O102 1.214
24 N -4.3396 10.0635 -8.3750  C122 1.462, O126 1.216, O139 1.229
25 C -0.8586 8.8304 -7.8271  H96 1.080, C99 1.382, C140 1.411
26 H -4.1268 12.7908 1.1163  C46 1.080
27 H 0.9114 3.4140 5.9359  C98 1.080
28 C 6.7415 6.2085 -6.3705  H49 1.080, C66 1.412, C138 1.406
29 H -3.0171 10.2680 -10.6941  C148 1.080
30 H -3.2089 -12.3379 2.7316  C118 1.080
31 C 6.1208 5.6927 -3.6936  C48 1.409, C79 1.366, N110 1.540
32 C -7.0041 0.6541 7.8459  N109 1.467, C117 1.401, C131 1.421
33 C -1.5647 0.5041 -13.8861  N8 1.461, C50 1.424, C90 1.389
34 C -2.6679 11.3176 1.4145  C46 1.416, H83 1.080, C95 1.405
35 C -1.1277 0.0633 -2.5509  H62 1.080, C146 1.447, C150 1.352
36 H -7.6475 0.0982 9.9066  C131 1.080
37 H -2.0409 -2.5361 0.2385  C137 1.080
38 C -6.0059 2.8553 7.7519  H87 1.080, C113 1.415, C117 1.406
39 H -6.8654 2.3861 10.8916  C114 1.080
40 H 1.4496 1.1290 5.3898  C133 1.080
41 C 9.0586 -2.1338 -5.4159  C45 1.409, H77 1.080, C153 1.400
42 O -7.9037 -1.4810 7.9979  N109 1.260
43 C 1.2703 2.2282 9.1482  C52 1.383, H91 1.080, C112 1.393
44 H -0.9643 10.0510 1.5379  C95 1.080
45 C 9.1995 -3.5095 -5.6855  C41 1.409, C60 1.409, N144 1.453
46 C -3.0706 12.6707 1.3074  C5 1.436, H26 1.080, C34 1.416
47 H 0.6280 11.9839 2.0976  C124 1.080
48 C 7.2270 6.5013 -4.0231  C31 1.409, H108 1.080, C138 1.336
49 H 6.9723 6.3750 -7.4123  C28 1.080
50 C -1.4744 -0.7113 -14.6222  C33 1.424, H53 1.080, C72 1.403
51 N -2.5147 15.2131 1.4080  C5 1.522, O7 1.244, O18 1.223
52 C 0.9229 3.1154 8.1461  C43 1.383, H94 1.080, C98 1.427
53 H -1.2387 -1.6646 -14.1726  C50 1.080
54 H -2.1306 2.6046 -13.7800  C90 1.080
55 H -6.1478 -12.2954 6.0143  C85 1.080
56 H -6.2790 1.6078 6.0284  C117 1.080
57 N -2.3382 -5.2188 9.5125  O21 1.163, O65 1.241, C104 1.497
58 C 3.7971 -12.2150 2.0610  N67 1.499, C107 1.376, C152 1.383
59 H -2.1444 -0.2449 0.7393  C100 1.080
60 C 10.5144 -3.9913 -5.8445  C10 1.417, C45 1.409, H121 1.080
61 C 1.7757 0.5219 7.4842  N23 1.482, C112 1.422, C133 1.428
62 H -0.9530 0.7292 -3.3831  C35 1.080
63 N -4.0626 -13.8423 4.9042  O1 1.208, O127 1.247, C154 1.475
64 O 4.3667 -14.5100 2.3285  N67 1.246
65 O -2.5991 -4.3528 8.6628  N57 1.241
66 C 5.6544 5.3774 -6.0223  C28 1.412, C79 1.427, H147 1.080
67 N 3.9810 -13.4593 2.8760  C58 1.499, O64 1.246, O149 1.224
68 H -2.7003 0.4593 -17.5019  C106 1.080
69 O -2.2275 2.1948 0.1280  N73 1.236
70 C 3.4200 -10.1363 0.3563  C116 1.353, C132 1.374, H135 1.080
71 H -0.9661 -3.3324 -2.0200  C2 1.080
72 C -1.8920 -0.6702 -15.9608  H19 1.080, C50 1.403, C106 1.358
73 N -1.8030 1.8895 -0.9921  O69 1.236, O125 1.256, C150 1.507
74 C -2.8579 -3.6239 11.3771  H20 1.080, C104 1.397, C119 1.394
75 O 6.9196 -3.9122 -5.4800  N144 1.227
76 H -2.7817 -4.2038 14.7387  C81 1.080
77 H 8.0660 -1.7097 -5.3791  C41 1.080
78 H 0.5574 8.5078 -9.5148  C140 1.080
79 C 5.3704 5.0794 -4.6560  C31 1.366, C66 1.427, H101 1.080
80 C -2.4537 -5.9467 11.9312  C104 1.413, H105 1.080, C141 1.359
81 C -2.7889 -4.3854 13.6741  H76 1.080, C119 1.435, C141 1.381
82 H 8.3642 7.3108 -5.5840  C138 1.080
83 H -3.4828 10.6431 1.1969  C34 1.080
84 H -2.9324 -2.2647 13.0107  C119 1.080
85 C -5.6365 -11.9353 5.1337  C12 1.411, H55 1.080, C154 1.420
86 O 6.7135 5.6827 -1.3199  N110 1.251
87 H -5.4603 3.6539 7.2712  C38 1.080
88 H -0.6864 9.5368 -11.1483  C123 1.080
89 C -4.3982 -10.6079 3.0606  C13 1.346, C118 1.382, H143 1.080
90 C -2.0530 1.7080 -14.3772  C33 1.389, H54 1.080, C145 1.405
91 H 1.1851 2.5374 10.1794  C43 1.080
92 H -2.4152 -6.3886 14.0354  C141 1.080
93 H 2.6311 -8.9944 1.8537  C116 1.080
94 H 0.6037 4.0883 8.4896  C52 1.080
95 C -1.3239 11.0517 1.7272  C34 1.405, H44 1.080, C124 1.366
96 H -0.2261 8.3426 -7.1002  C25 1.080
97 H 12.6056 -3.5860 -5.8819  C10 1.080
98 C 1.0142 2.7393 6.7729  H27 1.080, C52 1.427, C133 1.425
99 C -2.1237 9.2769 -7.4966  H17 1.080, C25 1.382, C122 1.408
100 C -1.9113 -0.5262 -0.2771  H59 1.080, C137 1.424, C150 1.471
101 H 4.6019 4.3426 -4.4747  C79 1.080
102 O 2.9510 -1.3573 8.0487  N23 1.214
103 H 4.9241 -13.0633 0.5626  C107 1.080
104 C -2.5885 -4.9293 10.9594  N57 1.497, C74 1.397, C80 1.413
105 H -2.3357 -6.9613 11.5805  C80 1.080
106 C -2.4132 0.4795 -16.4609  H68 1.080, C72 1.358, C145 1.409
107 C 4.4025 -12.1553 0.8269  C58 1.376, H103 1.080, C132 1.391
108 H 7.7968 6.9498 -3.2228  C48 1.080
109 N -7.3992 -0.6179 7.2307  C32 1.467, O42 1.260, O129 1.188
110 N 5.9234 5.3112 -2.2152  C31 1.540, O86 1.251, O151 1.233
111 H -0.0564 14.1657 1.8226  C4 1.080
112 C 1.6220 0.9158 8.8413  C43 1.393, C61 1.422, H115 1.080
113 C -6.3198 3.1054 9.1088  H15 1.080, C38 1.415, C114 1.402
114 C -6.8794 2.0630 9.8611  H39 1.080, C113 1.402, C131 1.422
115 H 1.9186 0.1894 9.5834  C112 1.080
116 C 3.0751 -9.9581 1.6521  C70 1.353, H93 1.080, C152 1.383
117 C -6.4465 1.6946 7.0917  C32 1.401, C38 1.406, H56 1.080
118 C -4.0117 -11.9101 3.3138  H30 1.080, C89 1.382, C154 1.397
119 C -2.9117 -3.3083 12.7336  C74 1.394, C81 1.435, H84 1.080
120 H 4.4286 -11.1985 -1.1836  C132 1.080
121 H 10.6248 -5.0373 -6.0895  C60 1.080
122 C -2.9335 9.7111 -8.5632  N24 1.462, C99 1.408, C148 1.392
123 C -1.1193 9.5281 -10.1590  H88 1.080, C140 1.399, C148 1.412
124 C -0.4307 12.0697 1.9021  C4 1.400, H47 1.080, C95 1.366
125 O -1.4820 2.7830 -1.8140  N73 1.256
126 O -4.8969 9.7148 -7.3525  N24 1.216
127 O -4.5353 -14.4373 5.8935  N63 1.247
128 H -3.0088 2.4960 -16.1664  C145 1.080
129 O -7.3586 -0.6980 6.0464  N109 1.188
130 H -0.4620 -1.6103 -3.7040  C146 1.080
131 C -7.1966 0.8216 9.2434  C32 1.421, H36 1.080, C114 1.422
132 C 4.1177 -11.2066 -0.1494  C70 1.374, C107 1.391, H120 1.080
133 C 1.4225 1.4180 6.4301  H40 1.080, C61 1.428, C98 1.425
134 H 2.5668 -11.1092 3.3854  C152 1.080
135 H 3.3757 -9.2639 -0.2788  C70 1.080
136 H -6.7896 -10.1211 5.3246  C12 1.080
137 C -1.6751 -1.9026 -0.5561  C2 1.385, H37 1.080, C100 1.424
138 C 7.4669 6.7767 -5.3080  C28 1.406, C48 1.336, H82 1.080
139 O -4.9014 10.7953 -9.1871  N24 1.229
140 C -0.3617 8.9363 -9.1430  C25 1.411, H78 1.080, C123 1.399
141 C -2.6723 -5.6946 13.2490  C80 1.359, C81 1.381, H92 1.080
142 O -0.7489 -0.7596 -12.0495  N8 1.247
143 H -3.9886 -10.2595 2.1240  C89 1.080
144 N 8.0184 -4.3459 -5.8124  O22 1.232, C45 1.453, O75 1.227
145 C -2.4655 1.6765 -15.7195  C90 1.405, C106 1.409, H128 1.080
146 C -0.8879 -1.3502 -2.7462  C2 1.383, C35 1.447, H130 1.080
147 H 5.2602 4.7718 -6.8250  C66 1.080
148 C -2.4522 9.8845 -9.8573  H29 1.080, C122 1.392, C123 1.412
149 O 3.6262 -13.4441 4.0476  N67 1.224
150 C -1.6419 0.4357 -1.3568  C35 1.352, N73 1.507, C100 1.471
151 O 4.9085 4.6806 -1.9123  N110 1.233
152 C 3.1484 -11.0660 2.4764  C58 1.383, C116 1.383, H134 1.080
153 C 10.1688 -1.2888 -5.2996  H6 1.080, C14 1.344, C41 1.400
154 C -4.6070 -12.5717 4.3902  N63 1.475, C85 1.420, C118 1.397

Here are the Mulliken charges for atoms 1 to 8, given in e:
1 O -0.5512
2 C -0.5670
3 H 0.3638
4 C -0.2663
5 C 0.0877
6 H 0.3627
7 O -0.5484
8 N 0.9595